Entry 1:
A cluster of 2 separate species, C2H10N3OP in total in a non-equilibrium geometry. Source: OMol25; level of theory: the ωB97M-V functional and the def2-TZVPD basis.

Positions of all 17 atoms, in Å:
C (1.295, 0.030, 1.377)
C (0.243, -2.024, 0.629)
N (0.877, 1.502, -2.061)
N (-1.863, 1.975, -1.690)
N (0.066, -0.653, 1.041)
O (-0.931, 0.059, -3.225)
P (-0.634, 0.722, -1.942)
H (2.032, -0.199, 0.542)
H (1.062, 1.074, 1.511)
H (1.684, -0.334, 2.406)
H (-0.656, -2.230, -0.125)
H (1.165, -2.182, 0.044)
H (0.119, -2.841, 1.375)
H (1.794, 0.988, -2.044)
H (1.102, 2.375, -1.622)
H (-2.709, 1.523, -2.057)
H (-2.032, 2.192, -0.760)

Calculated values
**Molar mass**: 123.10 Da
**2S+1**: 1
**Charge**: 0
**Frontier orbital gap (spin up / spin down)**: 8.63 / 7.79 eV
**Highest occupied orbital energy (spin up / spin down)**: -0.3478 / -0.2962 Ha
**Total energy**: -18040.5851 eV
**ΔE to the lowest compared entry with this formula, charge and spin**: 412.91 kJ/mol

Löwdin atomic charge list, values in e, 6 entries: atom 1 (C): -0.20, atom 2 (C): -0.21, atom 3 (N): -0.14, atom 4 (N): -0.11, atom 5 (N): -0.12, atom 6 (O): -0.40

---

Entry 2:
A cluster of 14 separate species, C13H54N14O17 in total in a non-equilibrium geometry. Source: OMol25; level of theory: the ωB97M-V functional and the def2-TZVPD basis.

Positions of all 98 atoms, in Å:
C (0.182, 0.275, 0.362)
O (0.944, 1.033, 0.937)
N (-1.086, -0.052, 0.828)
N (0.392, -0.385, -0.820)
H (-1.386, -1.017, 0.705)
H (-1.276, 0.362, 1.754)
H (-0.510, -0.606, -1.300)
H (1.224, -0.376, -1.381)
C (-4.979, 1.106, -0.536)
O (-5.323, 1.091, -1.719)
N (-5.497, 1.967, 0.467)
N (-4.038, 0.141, -0.127)
H (-5.960, 2.731, -0.017)
H (-5.160, 2.011, 1.402)
H (-3.491, 0.273, 0.702)
H (-3.397, -0.112, -0.910)
C (-0.878, -3.237, 1.905)
O (-0.653, -2.285, 2.664)
N (-0.003, -4.155, 1.415)
N (-2.173, -3.428, 1.381)
H (0.986, -3.959, 1.658)
H (-0.223, -4.577, 0.527)
H (-2.417, -4.238, 0.842)
H (-2.943, -2.870, 1.726)
C (3.674, -2.253, -0.918)
O (3.374, -1.148, -0.434)
N (3.887, -2.564, -2.286)
N (3.930, -3.327, 0.040)
H (3.896, -3.554, -2.482)
H (3.485, -1.949, -3.008)
H (4.313, -4.202, -0.276)
H (3.158, -3.420, 0.733)
C (-0.740, -4.514, -1.812)
O (-1.585, -3.975, -1.142)
N (-0.713, -5.921, -1.854)
N (0.218, -3.920, -2.543)
H (0.184, -6.334, -2.044)
H (-1.317, -6.338, -1.131)
H (0.029, -2.924, -2.686)
H (0.469, -4.235, -3.482)
C (-0.319, 2.852, 3.681)
O (-0.902, 1.717, 3.680)
N (1.060, 3.126, 3.635)
N (-1.043, 4.043, 3.613)
H (1.725, 2.349, 3.647)
H (1.472, 4.013, 3.823)
H (-0.542, 4.726, 3.024)
H (-2.021, 4.056, 3.341)
C (-0.428, 4.289, -1.004)
O (-0.934, 3.958, -2.039)
N (0.227, 5.544, -0.997)
N (-0.526, 3.541, 0.145)
H (0.170, 6.139, -0.164)
H (0.292, 5.961, -1.902)
H (0.278, 3.646, 0.774)
H (-0.984, 2.639, -0.120)
O (-3.652, 1.404, 3.212)
H (-2.783, 1.515, 3.692)
H (-4.315, 1.286, 3.913)
O (0.774, 1.627, -3.106)
H (0.099, 2.186, -2.658)
H (1.595, 1.687, -2.538)
O (0.314, -0.571, 6.061)
H (-0.247, -0.869, 5.340)
H (1.031, -0.379, 5.438)
O (0.954, -0.908, -3.904)
H (0.791, -0.016, -3.578)
H (0.660, -0.967, -4.811)
C (3.266, 3.412, -0.481)
C (3.967, 2.224, -1.209)
O (3.126, 1.190, -1.806)
O (2.398, 3.059, 0.634)
H (2.681, 3.958, -1.253)
H (4.067, 4.132, -0.140)
H (4.645, 1.753, -0.499)
H (4.518, 2.675, -2.028)
H (3.223, 0.337, -1.343)
H (2.018, 2.161, 0.590)
C (3.003, -1.811, 3.050)
C (2.964, -0.316, 2.827)
O (1.930, 0.290, 3.585)
O (2.066, -2.363, 2.126)
H (2.737, -2.046, 4.094)
H (3.964, -2.244, 2.744)
H (2.750, -0.262, 1.779)
H (3.917, 0.226, 2.987)
H (1.262, 0.514, 2.936)
H (1.224, -1.964, 2.399)
C (-2.379, 0.231, -3.485)
C (-3.659, -0.060, -4.248)
O (-3.878, -1.467, -4.341)
O (-2.255, -0.504, -2.309)
H (-2.353, 1.290, -3.183)
H (-1.565, 0.063, -4.188)
H (-3.463, 0.376, -5.256)
H (-4.457, 0.453, -3.729)
H (-4.460, -1.631, -5.071)
H (-2.592, -1.389, -2.520)

Calculated values
**Molar mass**: 678.66 Da
**2S+1**: 1
**Charge**: 0
**Frontier orbital gap**: 9.26 eV
**Highest occupied orbital energy**: -0.3394 Ha
**Total energy**: -70032.7743 eV

Löwdin atomic charge list, values in e, 6 entries: atom 1 (C): -0.59, atom 2 (O): 0.00, atom 3 (N): 0.17, atom 4 (N): 0.20, atom 5 (H): 0.08, atom 6 (H): 0.10

---

Entry 3:
A structure of composition C22H44BF4IO7PS in a non-equilibrium geometry. Source: OMol25; level of theory: the ωB97M-V functional and the def2-TZVPD basis.

Positions of all 81 atoms, in Å:
C (2.954, -0.950, 0.081)
C (1.384, -0.609, -0.376)
P (0.081, -1.310, 0.835)
C (-0.539, 0.186, 1.844)
C (-1.681, -0.157, 2.971)
B (-1.299, -2.145, -0.197)
I (-0.268, -3.721, -1.404)
C (-2.037, -1.172, -1.297)
C (-2.872, 0.090, -0.667)
C (-2.330, 1.561, -1.239)
F (-2.767, 2.670, -0.334)
F (-2.864, 1.807, -2.618)
F (-0.852, 1.618, -1.346)
S (-2.524, -3.121, 0.900)
O (-3.851, -2.371, 1.160)
O (-2.842, -4.422, 0.084)
F (-1.710, -3.635, 2.323)
H (3.021, -1.947, 0.719)
H (3.572, -0.994, -0.917)
H (3.330, 0.002, 0.679)
H (1.222, -0.966, -1.488)
H (1.291, 0.570, -0.384)
H (-0.889, 1.103, 1.164)
H (0.402, 0.605, 2.445)
H (-1.403, 0.496, 3.932)
H (-1.678, -1.271, 3.331)
H (-2.775, 0.191, 2.673)
H (-2.806, -1.860, -1.898)
H (-1.245, -0.810, -2.107)
H (-3.983, -0.002, -1.095)
H (-2.979, 0.067, 0.498)
C (-0.415, 3.357, 5.892)
C (0.278, 2.230, 6.609)
O (0.804, 1.306, 5.990)
C (0.304, 2.276, 8.113)
H (-0.355, 3.191, 4.811)
H (-1.468, 3.390, 6.182)
H (0.075, 4.305, 6.128)
H (-0.717, 2.261, 8.503)
H (0.825, 3.176, 8.449)
H (0.837, 1.399, 8.495)
C (7.261, -1.257, 1.213)
C (6.671, -0.051, 0.532)
O (5.574, -0.104, -0.023)
C (7.475, 1.221, 0.555)
H (6.570, -2.102, 1.116)
H (8.209, -1.525, 0.740)
H (7.411, -1.048, 2.275)
H (8.433, 1.064, 0.053)
H (7.635, 1.541, 1.588)
H (6.927, 2.007, 0.025)
C (-9.180, -3.795, 1.273)
C (-8.331, -2.556, 1.181)
O (-8.828, -1.433, 1.257)
C (-6.849, -2.743, 0.991)
H (-10.228, -3.507, 1.409)
H (-9.093, -4.374, 0.350)
H (-8.868, -4.396, 2.131)
H (-6.658, -3.275, 0.056)
H (-6.433, -3.297, 1.836)
H (-6.363, -1.762, 0.942)
C (6.730, -1.758, -3.154)
C (8.180, -1.357, -3.224)
O (8.798, -1.021, -2.215)
C (8.843, -1.383, -4.575)
H (6.385, -1.692, -2.117)
H (6.128, -1.083, -3.767)
H (6.613, -2.789, -3.496)
H (8.335, -0.691, -5.251)
H (8.820, -2.398, -4.980)
H (9.887, -1.070, -4.472)
C (-4.560, 4.692, -6.994)
C (-3.867, 3.564, -6.277)
O (-3.341, 2.641, -6.896)
C (-3.841, 3.611, -4.772)
H (-4.500, 4.525, -8.075)
H (-5.613, 4.724, -6.704)
H (-4.070, 5.640, -6.758)
H (-4.862, 3.596, -4.383)
H (-3.319, 4.511, -4.437)
H (-3.308, 2.734, -4.391)

Calculated values
**Molar mass**: 697.34 Da
**2S+1**: 1
**Charge**: -1
**Frontier orbital gap**: 6.52 eV
**Highest occupied orbital energy**: -0.1586 Ha
**Total energy**: -77629.7245 eV

Löwdin atomic charge list, values in e, 6 entries: atom 1 (C): -0.20, atom 2 (C): -0.46, atom 3 (P): 0.86, atom 4 (C): -0.45, atom 5 (C): -0.18, atom 6 (B): -1.40

---

Entry 4:
The molecule C7H6 in a non-equilibrium geometry. Source: OMol25; level of theory: the ωB97M-V functional and the def2-TZVPD basis.

Positions of all 13 atoms, in Å:
C (0.683, -1.195, 1.048)
C (1.703, -0.458, 0.478)
C (-0.585, -0.542, 1.226)
C (-0.059, 1.194, -1.997)
C (-1.282, 0.017, -0.032)
C (-0.644, 0.640, -0.952)
C (2.717, 0.108, -0.007)
H (1.016, -2.133, 1.319)
H (-1.182, -1.222, 1.917)
H (-0.520, 0.513, 1.777)
H (0.027, 0.720, -3.062)
H (0.556, 2.194, -1.906)
H (-2.431, 0.164, 0.193)

Calculated values
**Molar mass**: 90.12 Da
**2S+1**: 1
**Charge**: 0
**Frontier orbital gap**: 7.81 eV
**Highest occupied orbital energy**: -0.3438 Ha
**Total energy**: -7348.2893 eV
**ΔE to the lowest compared entry with this formula, charge and spin**: 502.64 kJ/mol

Löwdin atomic charge list, values in e, 6 entries: atom 1 (C): -0.06, atom 2 (C): -0.22, atom 3 (C): -0.22, atom 4 (C): 0.00, atom 5 (C): -0.13, atom 6 (C): -0.17

---

- Look up the total energy of the third one.
  -77629.7245 eV